12 unconnected molecules or ions with the total composition C72H162N10O9, computed with ωB97M-V with the def2-TZVPD basis set.

```
253
Properties=species:S:1:pos:R:3:lowdin_charge:R:1
C -25.4585 12.0157 -15.4403 -0.079
C -25.6670 12.6328 -16.8219 -0.229
C -25.9072 11.6192 -17.9487 -0.123
N -25.3883 12.1188 -19.3517 -0.186
C -25.7459 11.0533 -20.4565 -0.091
C -27.1677 11.1007 -20.9590 -0.216
C -27.7977 12.3903 -21.3438 -0.143
C -27.4983 13.3865 -20.1296 -0.132
C -26.0183 13.5163 -19.7190 -0.061
C -23.8181 12.1667 -19.1698 0.068
H -26.1413 11.1842 -15.2657 0.049
H -25.5830 12.8431 -14.7417 0.085
H -24.4261 11.6660 -15.4419 0.087
H -24.8381 13.3170 -17.0031 0.113
H -26.6107 13.1781 -16.8072 0.103
H -26.9476 11.3243 -18.0853 0.101
H -25.4365 10.6473 -17.8004 0.107
H -25.4602 10.0372 -20.1846 0.115
H -25.0106 11.1721 -21.2523 0.139
H -27.7716 10.6204 -20.1891 0.100
H -27.2021 10.4395 -21.8249 0.131
H -28.8764 12.2543 -21.4205 0.118
H -27.4632 12.6608 -22.3454 0.135
H -28.0142 13.1063 -19.2112 0.083
H -27.8714 14.3325 -20.5220 0.130
H -26.0276 14.1894 -18.8617 0.124
H -25.4672 13.9887 -20.5322 0.147
H -23.5002 12.4663 -20.1685 0.112
H -23.5387 11.1308 -18.9774 0.106
H -23.4686 12.8512 -18.3968 0.104
C -26.7695 -0.2458 -12.8639 -0.073
C -25.8363 0.7625 -12.1524 -0.201
C -24.5307 0.9531 -12.9755 -0.079
N -23.3557 1.6153 -12.1534 -0.221
C -22.8741 0.8102 -10.9364 -0.080
C -22.2313 -0.5460 -11.3287 -0.115
C -20.9580 -0.2727 -12.2125 -0.173
C -21.3771 0.4230 -13.5046 -0.126
C -22.1480 1.8271 -13.1021 -0.087
C -23.7040 3.0182 -11.6742 0.001
H -27.4290 0.2892 -13.5473 0.069
H -27.3838 -0.7481 -12.1167 0.084
H -26.3114 -1.1187 -13.3289 0.088
H -25.5543 0.3570 -11.1807 0.105
H -26.2594 1.7567 -12.0087 0.092
H -24.6400 1.5500 -13.8810 0.110
H -24.1047 -0.0024 -13.2816 0.113
H -23.7034 0.5395 -10.2829 0.124
H -22.2555 1.5155 -10.3814 0.143
H -22.8685 -1.2213 -11.8997 0.115
H -21.9360 -1.1200 -10.4505 0.129
H -20.2942 -1.0914 -12.4904 0.126
H -20.2956 0.4369 -11.7167 0.114
H -22.0779 -0.1408 -14.1202 0.103
H -20.4897 0.6555 -14.0934 0.120
H -22.4161 2.3885 -13.9971 0.086
H -21.3402 2.4226 -12.6768 0.112
H -24.5373 2.8972 -10.9819 0.104
H -24.1568 3.5527 -12.5093 0.085
H -22.8975 3.5453 -11.1646 0.101
C -35.6726 13.9219 -14.7544 -0.072
C -34.1762 14.0251 -15.0599 -0.226
C -33.8056 13.1974 -16.3406 -0.079
N -32.2625 13.0513 -16.5969 -0.220
C -31.4730 12.5635 -15.3625 -0.070
C -30.0728 11.9727 -15.7588 -0.143
C -30.2039 10.8516 -16.8254 -0.178
C -30.8585 11.4815 -18.0893 -0.154
C -32.2480 12.0166 -17.7820 -0.093
C -31.6189 14.3443 -17.1188 0.036
H -35.7878 14.4928 -13.8331 0.094
H -35.9720 12.8810 -14.6315 0.083
H -36.3083 14.3637 -15.5217 0.094
H -33.6553 13.6611 -14.1743 0.098
H -33.8090 15.0502 -15.0110 0.113
H -34.1747 13.4393 -17.3373 0.141
H -34.2582 12.2382 -16.0888 0.118
H -32.1583 11.7924 -15.0106 0.131
H -31.3646 13.3513 -14.6170 0.136
H -29.6408 11.5269 -14.8628 0.105
H -29.3981 12.7602 -16.0947 0.103
H -30.6679 9.9257 -16.4856 0.092
H -29.1967 10.4961 -17.0428 0.084
H -31.1091 10.6762 -18.7799 0.115
H -30.1678 12.1481 -18.6056 0.103
H -32.8736 11.2023 -17.4166 0.114
H -32.6959 12.4774 -18.6624 0.145
H -31.6909 15.1567 -16.3957 0.115
H -32.0113 14.6620 -18.0848 0.119
H -30.5548 14.2457 -17.3335 0.088
C -28.5788 5.2529 -10.0962 -0.089
C -29.3214 5.7007 -8.7709 -0.185
C -30.6544 6.4592 -9.1721 -0.095
N -31.5653 6.9284 -7.9425 -0.212
C -32.9364 7.3593 -8.5408 -0.097
C -34.0720 7.4287 -7.5121 -0.183
C -34.1673 6.2078 -6.6215 -0.159
C -32.8016 6.0329 -5.8985 -0.121
C -31.6663 5.7475 -6.9159 -0.064
C -30.9203 8.2332 -7.3635 0.039
H -29.1434 4.4823 -10.6211 0.075
H -27.6005 4.8013 -9.9314 0.072
H -28.3661 6.1367 -10.6976 0.041
H -28.6581 6.3244 -8.1716 0.105
H -29.4786 4.7896 -8.1937 0.108
H -31.2893 5.8243 -9.7900 0.123
H -30.3535 7.3794 -9.6729 0.095
H -33.2470 6.5050 -9.1423 0.111
H -32.8794 8.2796 -9.1220 0.131
H -35.0073 7.7853 -7.9436 0.137
H -33.9174 8.2228 -6.7817 0.111
H -34.3810 5.4024 -7.3243 0.119
H -35.0366 6.2642 -5.9664 0.134
H -32.7235 5.2752 -5.1189 0.133
H -32.5669 6.9833 -5.4191 0.108
H -31.8358 4.8509 -7.5122 0.141
H -30.6797 5.7756 -6.4533 0.128
H -31.5881 8.5509 -6.5627 0.101
H -30.8674 8.9994 -8.1369 0.086
H -29.8929 8.0104 -7.0757 0.097
C -30.8443 7.1307 -13.2205 -0.089
C -29.9015 6.2749 -14.0350 -0.194
C -28.5378 6.9634 -14.2633 -0.105
N -27.3901 6.1947 -14.9272 -0.199
C -27.7662 5.7580 -16.3658 -0.091
C -27.7356 6.8897 -17.3442 -0.174
C -26.5490 7.8149 -17.2618 -0.196
C -26.1067 8.2675 -15.8704 -0.126
C -26.0985 7.0116 -14.9108 -0.077
C -27.1921 4.8818 -14.0953 0.051
H -30.4882 7.4060 -12.2278 0.059
H -31.8023 6.6467 -13.0306 0.049
H -31.1385 8.1224 -13.5640 0.070
H -30.3809 5.9552 -14.9603 0.088
H -29.8278 5.3408 -13.4781 0.117
H -28.0896 7.4705 -13.4089 0.125
H -28.6700 7.7909 -14.9605 0.110
H -28.7348 5.2816 -16.2136 0.120
H -27.1587 4.9064 -16.6722 0.123
H -28.5483 7.6023 -17.2036 0.101
H -28.0647 6.6836 -18.3627 0.123
H -26.8235 8.5832 -17.9846 0.098
H -25.6276 7.3490 -17.6111 0.103
H -26.7924 9.0128 -15.4672 0.084
H -25.0971 8.6725 -15.8022 0.113
H -25.9746 7.2302 -13.8502 0.094
H -25.2101 6.4038 -15.0823 0.121
H -27.2721 5.1411 -13.0396 0.093
H -26.2190 4.4547 -14.3379 0.083
H -27.8342 4.0587 -14.4090 0.115
C -28.5250 2.8618 -18.7595 -0.055
C -27.1525 2.6803 -19.3056 -0.189
N -26.8764 3.7082 -20.2694 -0.020
C -27.0409 3.6473 -21.6760 0.056
C -26.8703 4.9237 -22.1423 -0.013
N -26.2462 5.6539 -21.1734 -0.072
C -26.3350 4.9338 -19.9696 0.044
C -25.8493 7.0742 -21.2537 0.010
H -28.4142 3.6831 -18.0515 0.042
H -28.9020 2.0145 -18.1869 0.100
H -29.2196 3.0787 -19.5711 0.096
H -27.0650 1.6435 -19.6304 0.152
H -26.4400 2.7022 -18.4810 0.110
H -27.3681 2.7706 -22.2151 0.150
H -26.9343 5.2570 -23.1676 0.148
H -26.0205 5.2361 -18.9817 0.123
H -26.7706 7.6414 -21.1208 0.086
H -25.3447 7.3022 -22.1926 0.111
H -25.0996 7.2833 -20.4906 0.095
C -32.9501 6.1642 -16.3453 0.055
N -33.9605 7.2601 -16.9591 -0.293
C -34.3080 8.1831 -15.8205 0.021
C -33.0960 8.0338 -17.9790 -0.018
C -35.1475 6.5586 -17.7295 -0.045
C -35.9820 5.6888 -16.7908 -0.208
O -35.3475 4.5111 -16.2712 -0.051
H -31.9723 6.6458 -16.3510 0.063
H -33.1258 5.3100 -16.9993 0.102
H -33.2798 5.9133 -15.3371 0.097
H -33.3344 8.6064 -15.5734 0.082
H -34.8224 7.7312 -14.9725 0.093
H -34.9383 8.8435 -16.4161 0.109
H -32.1445 8.3653 -17.5632 0.062
H -33.5715 8.9077 -18.4244 0.099
H -32.8873 7.3202 -18.7760 0.109
H -34.6732 5.8200 -18.3757 0.130
H -35.7022 7.2759 -18.3343 0.144
H -36.8839 5.3291 -17.2860 0.142
H -36.4172 6.2461 -15.9613 0.117
H -35.5240 4.3715 -15.3380 0.060
C -20.1177 6.6078 -15.4324 -0.005
N -20.9110 6.5500 -14.1559 -0.247
C -21.8242 7.8759 -14.2353 0.026
C -21.9930 5.3706 -14.0148 0.048
C -20.0279 6.6074 -12.8655 -0.073
C -19.1781 5.4123 -12.5405 -0.196
O -18.4053 4.8210 -13.6005 -0.051
H -19.3478 7.3773 -15.3759 0.112
H -20.7004 6.9032 -16.3050 0.103
H -19.5708 5.6870 -15.6347 0.106
H -22.4360 7.8350 -15.1365 0.084
H -21.1285 8.7134 -14.2865 0.101
H -22.4077 7.9728 -13.3197 0.080
H -21.4683 4.4280 -14.1709 0.091
H -22.7792 5.5568 -14.7465 0.068
H -22.5719 5.4217 -13.0926 0.066
H -20.8052 6.6735 -12.1043 0.118
H -19.5458 7.5841 -12.9078 0.138
H -19.8299 4.5538 -12.3783 0.108
H -18.5857 5.5108 -11.6308 0.148
H -17.6576 5.3972 -13.7753 0.100
C -27.5452 9.7728 -10.7979 0.043
N -26.8912 11.1239 -10.2103 -0.281
C -25.7048 10.8323 -9.2922 0.031
C -26.2719 11.9279 -11.3850 0.010
C -28.0335 11.8474 -9.4086 -0.064
C -27.5459 13.0987 -8.6593 -0.275
O -26.9584 14.0080 -9.4831 -0.024
H -28.3867 10.1181 -11.3984 0.086
H -27.9007 9.1033 -10.0146 0.098
H -26.8010 9.3555 -11.4763 0.067
H -26.0381 10.3524 -8.3720 0.120
H -25.2556 11.7790 -8.9921 0.114
H -25.1120 10.0947 -9.8332 0.103
H -25.7514 12.8203 -11.0372 0.100
H -27.0751 12.2902 -12.0266 0.100
H -25.5677 11.2518 -11.8697 0.096
H -28.4558 11.0997 -8.7373 0.126
H -28.8823 12.0803 -10.0515 0.129
H -26.8975 12.7797 -7.8432 0.127
H -28.3643 13.6003 -8.1428 0.144
H -26.5645 14.5924 -8.8312 0.128
C -34.1602 5.6786 -12.2214 -0.061
C -35.4474 5.3780 -12.9492 -0.773
O -35.7386 4.1525 -13.1448 -0.066
O -36.2113 6.3185 -13.3122 -0.080
H -33.9434 6.7196 -12.4612 0.044
H -33.3521 5.0609 -12.6131 0.057
H -34.3897 5.4768 -11.1751 0.074
C -24.7115 6.9018 -11.4557 -0.046
C -24.0513 6.3128 -10.2089 -0.797
O -24.7884 6.1178 -9.2201 -0.052
O -22.8751 5.9441 -10.3480 -0.056
H -24.9581 7.9479 -11.2746 0.043
H -25.4862 6.3186 -11.9535 0.038
H -23.9549 6.9256 -12.2401 0.020
C -24.1776 3.0814 -16.3860 -0.049
C -23.9631 3.9557 -17.6321 -0.796
O -23.9010 5.1986 -17.4240 -0.124
O -23.5545 3.3625 -18.6578 -0.024
H -23.3442 2.3853 -16.2918 0.081
H -25.0350 2.4321 -16.5630 0.058
H -24.3780 3.6682 -15.4896 0.023
```

Computed properties:
LUMO level   -11.39 eV
Net charge   +6
Molar mass   1312.15 g mol⁻¹
HOMO energy   -15.84 eV